Entry 1:
# C55H48ClInN4O5P2S3

A structure of composition C55H48ClInN4O5P2S3 (ωB97M-V/def2-TZVPD, the OMol25 dataset).

Cartesian coordinates (Å):
In -0.324 -1.123 0.303
Cl 1.231 -0.969 -1.548
S 5.370 2.944 0.831
S -2.645 0.187 0.509
S -1.885 -1.940 -1.800
P 0.533 -3.637 0.702
P 1.188 1.538 3.625
O 5.600 1.866 -0.614
O -0.685 1.013 5.485
O -1.277 0.451 3.254
O 6.247 2.272 1.804
O 1.044 0.376 1.207
N -0.862 -1.664 2.335
N -2.934 -0.177 -3.439
N -3.330 1.755 -1.499
N 3.855 2.699 1.106
C 2.264 -3.210 2.799
C -7.409 2.119 -0.178
C -7.970 3.323 -0.587
C 4.224 0.275 0.566
C 1.959 -4.051 1.729
C -2.579 -0.487 -2.196
C 0.774 2.616 -0.929
C 3.348 4.889 4.317
C -5.206 3.013 -0.563
C 1.864 1.954 -0.528
C 3.982 -1.063 0.847
C -6.033 1.965 -0.163
C 0.685 0.791 -5.520
C -0.876 1.113 -7.322
C -0.210 2.563 1.307
C 4.664 -2.085 0.214
C 1.577 3.261 4.093
C 2.715 -5.202 1.515
C -1.170 -0.905 3.427
C 1.078 5.522 4.774
C 2.424 5.850 4.692
C -0.474 -5.507 -1.133
C 0.582 -4.672 -0.777
C 3.323 -3.516 3.639
C -1.505 -0.199 -5.402
C -0.259 2.955 0.027
C -1.034 -2.980 2.724
C 0.616 -6.020 -3.213
C -3.386 2.141 -2.907
C 5.233 0.600 -0.354
C 0.370 1.339 -6.758
C 1.672 -5.189 -2.863
C 5.621 -1.758 -0.740
C 1.654 -4.512 -1.657
C 4.081 -4.655 3.415
C -3.712 2.823 -0.561
C -0.248 0.023 -4.843
C 0.895 1.725 1.807
C -1.814 0.346 -6.641
C -5.773 4.214 -0.970
C 1.995 1.436 0.848
C -7.153 4.370 -0.979
C 0.657 4.237 4.471
C -0.456 -6.177 -2.348
C -2.875 0.579 -1.098
C -3.790 0.963 -3.740
C -0.900 -4.097 1.730
C 3.437 1.324 1.321
C 5.908 -0.433 -1.013
C -1.375 -3.034 4.049
C -0.605 1.355 4.141
C -2.526 -0.977 -4.610
C 3.776 -5.498 2.356
C 2.930 3.599 4.029
C -1.485 -1.694 4.508
H -1.311 -5.656 -0.463
H 2.720 1.809 -1.173
H -2.786 0.159 -7.085
H 4.474 -3.117 0.480
H 1.661 0.955 -5.081
H -3.420 -1.192 -5.197
H -5.594 1.032 0.172
H -1.811 -1.352 5.475
H 6.174 -2.538 -1.250
H 1.101 1.938 -7.285
H 3.663 2.863 3.727
H -0.073 0.284 5.652
H -2.120 -1.914 -4.242
H 2.485 -5.858 0.686
H -2.403 2.520 -3.203
H -1.062 3.610 -0.292
H 4.399 5.135 4.241
H 3.444 1.036 2.383
H -4.120 2.939 -3.001
H 4.918 -4.882 4.062
H 2.508 -5.054 -3.538
H -5.132 5.035 -1.271
H 3.563 -2.851 4.458
H -0.399 4.011 4.550
H 0.630 -6.544 -4.160
H -1.279 -6.828 -2.613
H -1.562 -3.934 4.614
H 0.708 2.997 -1.940
H 2.751 6.856 4.924
H 4.369 -6.386 2.179
H 6.688 -0.158 -1.711
H 2.463 -3.834 -1.409
H -1.789 -4.167 1.093
H -1.119 1.529 -8.291
H -0.766 -5.053 2.236
H -3.338 2.548 0.422
H -3.670 1.199 -4.795
H 1.680 -2.313 2.973
H -9.046 3.443 -0.596
H 0.354 6.268 5.074
H -3.204 3.732 -0.885
H -4.833 0.688 -3.556
H -7.586 5.310 -1.294
H -0.952 2.915 2.011
H 3.240 -1.295 1.602
H 0.008 -0.405 -3.878
H -1.188 2.266 4.035
H -8.045 1.304 0.140

Summary:
Molecular weight = 1153.4 g mol⁻¹
Gap between HOMO and LUMO = 4.77 eV
LUMO = -2.024 eV

Atomic partial charges in e from the Löwdin method, atoms 1 to 8: atom 1 (In): 0.23, atom 2 (Cl): 0.18, atom 3 (S): 0.86, atom 4 (S): 0.84, atom 5 (S): 0.75, atom 6 (P): 1.03, atom 7 (P): 1.22, atom 8 (O): -0.26

=====

Entry 2:
# C3H8N4

A cluster of 2 separate species, C3H8N4 in total in a non-equilibrium geometry (ωB97M-V/def2-TZVPD, the OMol25 dataset).

Cartesian coordinates (Å):
N 1.195 -1.160 0.001
N -0.932 -1.126 1.659
N 0.112 2.553 0.436
N -0.993 -0.393 0.446
C 0.748 1.566 0.491
C 0.110 -0.321 -0.220
C -0.046 0.188 -1.700
H -0.549 3.225 0.772
H -0.476 -0.647 -2.252
H 2.083 -0.821 -0.343
H 0.927 0.440 -2.126
H 1.234 -1.457 0.973
H -1.803 -0.938 2.150
H -0.873 -2.132 1.473
H -0.738 1.025 -1.760

Summary:
Molecular weight = 100.1 g mol⁻¹
ΔE to the lowest compared entry with this formula, charge and spin = 79.8 kcal per mole
Gap between HOMO and LUMO = 9.15 eV
LUMO = 1.230 eV

Atomic partial charges in e from the natural (NBO) method, atoms 1 to 8: atom 1 (N): -0.84, atom 2 (N): -0.70, atom 3 (N): -0.73, atom 4 (N): -0.38, atom 5 (C): 0.31, atom 6 (C): 0.39, atom 7 (C): -0.63, atom 8 (H): 0.44

=====

Entry 3:
# C30H19F3O16V4

A structure of composition C30H19F3O16V4 in a non-equilibrium geometry (ωB97M-V/def2-TZVPD, the OMol25 dataset).

Cartesian coordinates (Å):
V -0.986 -2.310 0.661
V 3.684 1.428 -3.347
V 5.245 3.579 0.716
V 0.278 -1.575 4.189
F -2.255 -0.635 1.130
F 3.289 -3.190 -3.005
F -1.014 4.636 -5.211
O 2.506 2.290 -3.885
O 4.189 4.752 0.576
O 3.682 1.887 -0.963
O -6.499 -1.344 4.790
O -0.029 -0.752 -0.514
O 1.076 -2.983 3.949
O -1.650 -2.794 3.015
O -6.240 -3.411 3.039
O 6.213 3.969 1.921
O 3.828 2.083 2.030
O -2.208 -2.887 -0.202
O 0.325 -0.912 2.185
O 0.120 -3.554 0.602
O -1.854 -0.830 5.134
O 1.138 -0.529 5.059
O 3.306 -0.037 -3.646
C 6.476 -1.553 -2.544
C -0.888 1.795 -2.963
C 2.847 1.304 -0.159
C -0.694 2.307 -5.641
C -5.708 0.360 0.766
C 2.009 0.792 2.205
C 4.136 -2.030 -1.167
C -0.847 3.370 -4.748
C -3.205 1.548 1.084
C 5.447 -2.236 -3.181
C 4.282 -2.499 -2.470
C -3.847 -3.202 3.042
C -0.579 0.999 -5.186
C -5.594 1.773 0.869
C 1.862 0.690 -0.825
C -5.225 -2.862 3.441
C -0.699 0.711 -3.828
C 0.897 -0.044 -0.072
C -0.938 3.086 -3.400
C 5.103 -1.219 -0.635
C -2.890 -1.429 4.608
C -4.564 -0.433 0.862
C 6.334 -1.029 -1.276
C -2.796 -2.550 3.544
C -4.319 2.384 0.997
C -3.349 0.194 0.959
C -5.380 -1.659 4.508
C -4.116 -1.024 4.994
C 1.002 -0.064 1.532
C 2.928 1.409 1.393
H -0.448 -0.218 -3.337
H -1.137 3.951 -2.783
H -6.715 -0.027 0.729
H -0.337 0.276 -5.951
H 2.015 0.782 3.285
H 7.078 -0.406 -0.802
H -4.136 -0.355 5.842
H 7.406 -1.444 -3.082
H 3.218 -2.259 -0.647
H -4.629 -1.504 0.982
H -0.853 1.618 -1.898
H -3.772 -3.876 2.202
H -0.748 2.599 -6.679
H -2.262 2.039 1.271
H -4.243 3.460 0.946
H -6.500 2.348 0.744
H 1.765 0.651 -1.900
H 4.848 -0.855 0.349
H 5.622 -2.552 -4.199

Summary:
Molecular weight = 896.2 g mol⁻¹
ΔE to the lowest compared entry with this formula, charge and spin = 34.0 kcal per mole
Gap between HOMO and LUMO = 1.75 eV
LUMO = -5.010 eV

Atomic partial charges in e from the Löwdin method, atoms 1 to 8: atom 1 (V): 0.96, atom 2 (V): 1.13, atom 3 (V): 1.12, atom 4 (V): 1.03, atom 5 (F): -0.05, atom 6 (F): 0.11, atom 7 (F): 0.06, atom 8 (O): -0.21

=====

Entry 4:
# C14H18N2O3

The molecule C14H18N2O3 in a non-equilibrium geometry (ωB97M-V/def2-TZVPD, the OMol25 dataset).

Cartesian coordinates (Å):
O -1.935 -0.237 2.313
O -0.726 -0.701 -2.946
O -1.994 0.781 -1.814
N -0.084 2.362 0.778
N -0.803 -0.347 0.392
C 0.393 -2.992 -1.543
C -1.292 4.066 1.909
C -0.092 0.114 -0.736
C 2.952 -3.929 -0.677
C -0.939 -0.070 -1.915
C -0.629 1.681 2.017
C 2.513 -2.632 -0.717
C 1.268 -0.600 -0.901
C 1.297 -2.110 -1.034
C 0.706 -4.338 -1.489
C 1.978 -4.845 -1.084
C -0.715 3.751 0.473
C -1.146 0.281 1.598
C -1.926 2.654 2.302
H -0.013 1.274 -0.393
H 0.071 1.690 2.947
H 3.257 -1.755 -0.605
H 0.046 -5.106 -1.722
H -1.523 3.694 -0.262
H 0.024 4.527 0.198
H 3.861 -4.224 -0.085
H -2.012 2.394 3.309
H -0.458 -2.592 -2.096
H 0.928 2.420 0.733
H 1.951 -0.215 -0.053
H 1.676 -0.112 -1.755
H 2.205 -5.826 -1.449
H -1.994 4.949 1.994
H -0.943 -1.365 0.463
H -0.632 4.130 2.786
H -2.354 0.644 -2.683
H -2.915 2.583 1.747

Summary:
Molecular weight = 262.3 g mol⁻¹
SMILES string = O=C(O)[C@H](Cc1ccccc1)NC(=O)[C@@H]1CCCN1
ΔE to the lowest compared entry with this formula, charge and spin = 103.4 kcal per mole
Gap between HOMO and LUMO = 9.31 eV
LUMO = 0.536 eV

Atomic partial charges in e from the natural (NBO) method, atoms 1 to 8: atom 1 (O): -0.60, atom 2 (O): -0.61, atom 3 (O): -0.67, atom 4 (N): -0.66, atom 5 (N): -0.63, atom 6 (C): -0.22, atom 7 (C): -0.43, atom 8 (C): -0.25

=====

Entry 5:
# C6H6FNO

A cluster of 2 separate species, C6H6FNO in total in a non-equilibrium geometry (ωB97M-V/def2-TZVPD, the OMol25 dataset).

Cartesian coordinates (Å):
F -3.998 0.976 -0.644
O -0.974 -2.516 0.137
N 0.472 0.640 0.604
C 2.693 0.287 0.250
C -3.088 -0.005 -0.378
C 0.689 -0.705 0.322
C 2.108 -0.928 0.097
C -0.227 -1.644 0.245
C 1.643 1.205 0.560
H -3.491 -0.628 0.422
H -2.946 -0.585 -1.289
H -2.156 0.472 -0.067
H 2.540 -1.877 -0.144
H 3.737 0.513 0.157
H 1.733 2.259 0.745

Summary:
Molecular weight = 127.1 g mol⁻¹
Spin multiplicity = 3
ΔE to the lowest compared entry with this formula, charge and spin = 17.1 kcal per mole
Gap between HOMO and LUMO (alpha / beta) = 6.33 / 6.29 eV
LUMO (alpha / beta) = 0.274 / -3.253 eV

Atomic partial charges in e from the natural (NBO) method, atoms 1 to 8: atom 1 (F): -0.37, atom 2 (O): -0.37, atom 3 (N): -0.48, atom 4 (C): -0.34, atom 5 (C): -0.13, atom 6 (C): 0.01, atom 7 (C): -0.24, atom 8 (C): 0.63

=====

Entry 6:
# C4H8N2O2S

The molecule C4H8N2O2S in a non-equilibrium geometry (ωB97M-V/def2-TZVPD, the OMol25 dataset).

Cartesian coordinates (Å):
S -1.219 -1.533 1.619
O 1.131 1.255 0.338
O 2.044 0.361 2.633
N -0.260 0.017 -0.914
N 0.949 -0.510 2.569
C -0.086 1.185 -1.793
C 0.036 -0.533 1.581
C 0.393 0.322 0.211
C -1.225 -1.022 -1.249
H -0.829 -1.972 -0.940
H 1.939 0.963 1.773
H 0.788 -0.968 3.477
H 0.614 1.120 -2.727
H 0.146 2.011 -1.255
H -1.012 1.298 -2.443
H -2.114 -0.987 -0.612
H -1.295 -1.009 -2.268

Summary:
Molecular weight = 148.2 g mol⁻¹
Spin multiplicity = 3
ΔE to the lowest compared entry with this formula, charge and spin = 0.0 kcal per mole
Gap between HOMO and LUMO (alpha / beta) = 6.75 / 6.21 eV
LUMO (alpha / beta) = 0.783 / -2.444 eV

Atomic partial charges in e from the natural (NBO) method, atoms 1 to 8: atom 1 (S): 0.09, atom 2 (O): -0.69, atom 3 (O): -0.50, atom 4 (N): -0.43, atom 5 (N): -0.10, atom 6 (C): -0.41, atom 7 (C): -0.40, atom 8 (C): 0.66